1.
The following is a DFT calculation (ωB97M-V with the def2-TZVPD basis set) of 2 unconnected molecules or ions with the total composition C4H2Cl2O2 at a distorted geometry.

Its LUMO energy (alpha / beta) is -1.06 / -1.06 eV. The gap between HOMO and LUMO (alpha / beta) is 8.2 / 8.2 eV. The charge is 0. For the relative energy (zero: lowest compared OMol25 entry of this formula, charge and spin), the calculation gives 365.1 kJ/mol.

XYZ file:
```
10
Properties=species:S:1:pos:R:3:forces:R:3
C 1.897 -0.362 0.482 1.8 -0.9 0.6
C 1.469 -0.451 -0.710 -3.4 1.9 1.1
C -0.368 0.875 -0.164 3.6 2.1 -0.6
C -1.402 -0.109 0.146 0.0 -1.6 0.9
O 2.371 -0.452 1.556 -0.8 0.5 -0.1
O -0.209 2.040 -0.013 -0.5 -3.0 -0.6
Cl -1.901 -1.018 -1.367 0.6 0.6 1.4
Cl -2.785 0.791 0.826 0.2 -0.6 0.0
H 1.749 -0.531 -1.709 0.3 0.0 -1.0
H -0.820 -0.782 0.952 -1.8 1.0 -1.8
```
Forces are in eV/Å.

=====

2.
The following is a DFT calculation (ωB97M-V with the def2-TZVPD basis set) of 2 unconnected molecules or ions with the total composition C2HNO2 at a distorted geometry.

Its LUMO energy is 0.86 eV. The gap between HOMO and LUMO is 13.4 eV. Its SMILES is O=C=O.C#N. The charge is 0. For the relative energy (zero: lowest compared OMol25 entry of this formula, charge and spin), the calculation gives 2.5 kJ/mol.

XYZ file:
```
6
Properties=species:S:1:pos:R:3:forces:R:3
O -0.510 2.688 2.310 0.1 -0.6 0.1
C -0.392 1.889 3.151 -0.4 3.0 -2.5
O -0.273 1.211 4.046 0.4 -2.4 2.4
C -0.303 -0.950 0.136 -1.1 0.0 0.9
N -0.731 -0.283 0.973 0.7 -0.2 -0.7
H -0.176 -1.751 -0.561 0.4 0.3 -0.2
```
Forces are in eV/Å.

=====

3.
The following is a DFT calculation (ωB97M-V with the def2-TZVPD basis set) of C2H4N4 in the gas phase at a distorted geometry.

Its LUMO energy is 1.03 eV. The gap between HOMO and LUMO is 10.2 eV. Its SMILES is Nc1nc[nH]n1. The charge is 0. For the relative energy (zero: lowest compared OMol25 entry of this formula, charge and spin), the calculation gives 200.7 kJ/mol.

XYZ file:
```
10
Properties=species:S:1:pos:R:3:forces:R:3
N -0.551 -0.638 -1.802 -3.2 -2.3 -1.6
C -0.206 -0.048 -0.622 -0.5 -4.6 1.8
N 0.089 -1.002 0.462 1.7 3.2 0.1
C 0.625 -0.129 1.354 0.6 -5.9 1.5
N 0.624 1.109 0.994 -2.6 3.9 -1.8
N -0.095 1.128 -0.279 1.6 5.5 1.3
H -0.804 -1.635 -1.375 0.3 2.4 -2.3
H -1.287 -0.230 -2.622 2.8 -1.2 3.7
H 1.213 -0.515 2.288 -1.6 0.9 -1.7
H 0.392 1.960 1.602 0.9 -2.0 -1.2
```
Forces are in eV/Å.

=====

4.
The following is a DFT calculation (ωB97M-V with the def2-TZVPD basis set) of C14H13F3N4O6S in the gas phase at a distorted geometry.

Its LUMO energy is -1.77 eV. The gap between HOMO and LUMO is 6.0 eV. The charge is 0.

XYZ file:
```
41
Properties=species:S:1:pos:R:3:forces:R:3
C 3.690 -1.329 0.024 0.4 -0.6 -0.4
C 2.474 -0.689 0.564 -1.6 -1.1 0.2
C 1.199 -1.129 0.721 0.5 -0.8 -0.2
C 0.305 -0.012 1.135 -0.5 -1.0 2.3
C 1.305 1.049 1.401 1.1 -0.4 -0.2
C 1.077 2.349 2.046 -0.3 0.4 -0.1
N 2.512 0.642 0.993 -1.5 1.7 0.5
C 3.699 1.491 0.869 0.3 0.3 0.0
H 3.473 -2.390 -0.168 0.1 0.4 0.1
H 3.952 -0.870 -0.946 -0.1 -0.2 0.3
H 4.576 -1.265 0.683 -0.5 0.0 -0.2
H 0.887 -2.175 0.643 0.1 0.6 -0.4
H -0.440 -0.202 1.970 1.9 -0.2 0.4
H 0.043 2.427 2.380 0.0 0.1 -0.2
H 1.720 2.511 2.919 0.0 -0.2 -0.2
H 1.297 3.131 1.313 -0.2 0.2 0.2
H 3.492 2.488 1.280 0.1 -0.5 -0.1
H 4.567 1.054 1.389 -0.5 0.1 -0.1
H 3.964 1.599 -0.196 -0.2 -0.1 0.4
O 0.625 -1.562 -2.511 0.6 -0.6 -1.3
S 0.074 -0.272 -2.272 0.3 0.8 2.3
O 0.927 0.866 -1.925 -0.6 -0.8 -0.6
C -0.819 0.234 -3.834 -1.0 0.5 -1.0
F 0.026 0.369 -4.871 -0.2 -0.2 0.9
F -1.754 -0.673 -4.187 0.7 0.4 0.5
F -1.448 1.419 -3.659 0.5 -0.8 0.2
C -1.046 -0.479 -0.980 -1.1 -0.1 -0.1
C -0.963 0.388 0.264 0.3 3.1 -3.4
C -2.373 0.500 0.784 0.4 0.9 1.3
N -2.906 1.482 1.542 -0.3 -0.2 0.5
O -2.555 2.643 1.926 -0.5 -2.7 -0.8
O -4.186 0.961 1.983 0.7 0.8 -0.2
N -4.444 -0.311 1.457 3.1 1.4 -1.6
C -3.349 -0.507 0.657 -2.6 -1.4 2.0
C -3.101 -1.644 -0.161 2.1 -0.1 -1.4
N -3.845 -2.858 -0.144 -0.7 -1.5 -0.1
O -4.774 -3.035 0.673 1.5 0.9 -1.2
O -3.507 -3.748 -0.963 -0.4 1.2 1.0
C -1.962 -1.532 -1.046 -0.8 -0.4 0.9
H -0.622 1.437 0.000 -1.0 -0.9 -0.3
H -1.789 -2.360 -1.755 -0.3 0.7 0.2
```
Forces are in eV/Å.

=====

5.
The following is a DFT calculation (ωB97M-V with the def2-TZVPD basis set) of a molecular structure, C7H20Cl2CrN4O4S at a distorted geometry.

Its LUMO energy (alpha / beta) is -3.06 / -3.08 eV. The spin multiplicity is 4. The gap between HOMO and LUMO (alpha / beta) is 9.7 / 9.9 eV. The charge is +1.

XYZ file:
```
39
Properties=species:S:1:pos:R:3:forces:R:3
Cr -0.267 0.306 -0.814 0.2 0.5 -0.3
N 0.309 2.370 -0.953 0.2 0.0 0.0
C 1.035 2.725 0.293 -0.1 -0.2 0.1
C 0.318 2.108 1.497 0.1 0.0 -0.3
N -0.155 0.726 1.201 -0.1 -0.1 0.7
C 0.764 -0.309 1.751 0.1 -0.1 -0.2
C 2.059 -0.321 0.951 -0.2 0.0 0.0
N 1.708 -0.374 -0.496 -0.1 -0.2 0.2
C -1.552 0.505 1.689 -0.1 0.1 -0.1
C -2.533 1.270 0.811 0.1 -0.1 0.0
N -2.247 0.956 -0.611 -0.2 -0.3 0.2
H 0.893 2.577 -1.759 0.0 0.0 0.0
H -0.510 2.963 -1.051 0.0 0.0 -0.1
H 1.112 3.803 0.428 0.0 0.0 0.0
H 2.044 2.331 0.204 0.0 0.0 0.0
H -0.541 2.724 1.754 0.0 0.0 0.0
H 0.985 2.101 2.360 0.0 0.0 0.1
H 0.278 -1.278 1.625 -0.1 0.0 0.0
H 0.958 -0.145 2.814 0.0 0.0 0.0
H 2.645 -1.192 1.241 0.1 0.0 0.0
H 2.654 0.569 1.148 0.1 0.0 0.0
H 1.552 -1.356 -0.749 0.1 0.0 0.0
H 2.492 -0.083 -1.071 0.0 0.1 0.0
H -1.653 0.792 2.738 0.0 0.0 0.0
H -1.762 -0.560 1.594 0.1 0.0 0.0
H -2.428 2.345 0.958 -0.1 0.0 0.0
H -3.549 0.999 1.094 0.0 0.0 0.0
H -2.636 1.668 -1.221 0.1 0.0 -0.1
H -2.714 0.082 -0.932 -0.1 0.1 0.1
O -2.775 -1.293 -2.034 0.2 0.0 -0.1
S -1.356 -1.600 -2.091 -1.0 -0.4 -0.1
O -0.594 -0.360 -2.610 0.2 0.1 0.1
O -0.821 -1.540 -0.629 0.1 0.3 0.1
O -1.008 -2.812 -2.743 0.2 0.0 0.0
Cl 1.512 -3.794 0.381 0.0 0.0 0.0
C 1.404 -4.281 -1.324 0.0 0.1 -0.1
Cl 1.973 -3.006 -2.415 0.3 -0.1 0.0
H 0.367 -4.466 -1.570 -0.1 0.0 0.0
H 2.035 -5.148 -1.457 0.0 -0.1 0.0
```
Forces are in eV/Å.

=====

6.
The following is a DFT calculation (ωB97M-V with the def2-TZVPD basis set) of 2 unconnected molecules or ions with the total composition C3H7Cl2O at a distorted geometry.

Its LUMO energy (alpha / beta) is 0.73 / -0.22 eV. The spin multiplicity is 2. The gap between HOMO and LUMO (alpha / beta) is 8.7 / 10.5 eV. The charge is 0. For the relative energy (zero: lowest compared OMol25 entry of this formula, charge and spin), the calculation gives 38.1 kJ/mol.

XYZ file:
```
13
Properties=species:S:1:pos:R:3:forces:R:3
H 1.056 -1.118 0.470 -0.5 -1.6 0.6
C 0.373 0.460 -0.307 -0.4 0.8 2.9
C -0.301 -0.136 -1.407 -1.2 -1.1 -0.3
C -0.519 1.026 0.806 0.1 -0.5 -0.6
Cl 0.360 1.534 2.302 -0.4 0.0 -0.8
Cl 1.757 1.303 -0.594 1.9 1.1 -0.5
H -0.924 -0.944 -1.024 -0.5 0.1 0.0
H -0.916 0.680 -1.777 -0.4 -0.2 -1.1
H 0.344 -0.628 -2.110 0.3 0.4 -0.7
H -1.051 1.878 0.308 0.2 -0.4 1.0
H -1.215 0.236 1.149 0.3 0.6 -0.4
O 0.550 -1.648 1.143 -0.2 -1.3 0.3
H 0.487 -2.643 1.042 0.7 2.0 -0.5
```
Forces are in eV/Å.

=====

7.
The following is a DFT calculation (ωB97M-V with the def2-TZVPD basis set) of a molecular structure, C15H27NaO13 at a distorted geometry.

Its LUMO energy is 0.09 eV. The gap between HOMO and LUMO is 5.4 eV. The charge is 0. For the relative energy (zero: lowest compared OMol25 entry of this formula, charge and spin), the calculation gives 0.0 kJ/mol.

XYZ file:
```
56
Properties=species:S:1:pos:R:3:forces:R:3
Na -0.036 0.235 -1.094 0.9 0.2 -0.4
C 3.016 0.841 -3.219 -2.3 -0.7 0.2
O 2.136 0.361 -2.247 0.0 0.4 0.2
H 2.849 0.328 -4.166 0.9 -1.4 -0.4
H 2.692 1.766 -3.696 0.2 1.6 0.7
H 4.065 0.902 -2.927 0.3 0.0 -0.1
C 2.489 -1.142 5.126 -1.0 -1.1 0.9
C 1.447 -1.706 4.172 0.6 -0.5 0.2
C -0.089 -1.654 4.332 0.3 -0.1 0.4
O -0.530 -1.144 3.055 -0.2 0.0 1.6
C 0.537 -0.675 2.398 -0.9 -1.7 0.3
O 0.485 -0.210 1.331 -0.4 1.5 -2.8
O 1.645 -0.976 3.001 1.8 0.6 -0.4
H 2.145 -0.146 5.406 0.6 0.1 0.1
H 3.505 -1.226 4.738 -0.3 0.6 -0.6
H 2.565 -1.806 5.987 -0.4 0.3 0.5
H 1.630 -2.756 3.942 0.6 -0.1 0.0
H -0.492 -1.051 5.145 0.1 0.1 -0.1
H -0.378 -2.697 4.459 -0.7 0.3 -0.1
C 1.426 -3.873 -0.741 -0.8 -0.5 -0.2
C -0.102 -4.014 -0.357 2.1 0.1 0.4
C -0.390 -3.835 1.171 3.1 -2.2 -1.0
O -1.337 -2.888 1.241 -3.3 1.6 -0.4
C -1.551 -2.347 0.008 -0.6 3.1 0.2
O -2.179 -1.343 -0.275 0.1 -1.5 1.3
O -0.789 -2.899 -0.884 0.5 -0.8 -1.5
H 1.652 -3.920 -1.807 -0.8 0.3 -0.2
H 2.057 -4.695 -0.404 -0.3 0.0 0.7
H 1.830 -2.918 -0.407 -0.2 0.0 0.2
H -0.612 -4.908 -0.715 0.4 -0.1 -0.2
H 0.496 -3.468 1.688 0.3 0.0 0.0
H -0.604 -4.829 1.565 -0.7 0.3 0.4
C -0.072 2.897 -3.810 0.7 -1.2 1.1
O -1.426 2.462 -4.049 -1.7 -0.8 -0.1
C -1.941 1.247 -3.644 3.3 -0.8 1.9
O -1.229 0.319 -3.162 -2.7 2.8 -1.6
O -3.278 1.284 -3.729 0.8 -0.2 -0.3
C -4.034 0.084 -3.460 0.1 -0.7 -0.2
H 0.252 3.699 -4.473 -0.6 -0.4 -0.5
H 0.603 2.042 -3.811 0.1 0.0 -0.3
H 0.030 3.299 -2.802 -0.3 0.0 0.1
H -3.532 -0.833 -3.770 0.5 0.3 -0.1
H -4.942 0.132 -4.061 0.0 0.4 0.2
H -4.264 -0.051 -2.403 0.1 0.5 0.0
C 0.684 2.760 2.448 -1.2 -2.8 -0.2
O 0.603 3.770 1.501 0.2 3.1 -0.4
C -0.048 3.535 0.362 -1.6 -1.3 1.6
O -0.258 2.433 -0.020 0.1 -2.4 -1.3
O -0.692 4.555 -0.128 1.6 2.0 1.5
C -1.744 4.455 -1.025 -0.8 0.1 -1.5
H -0.222 2.155 2.409 -0.4 -0.2 -0.6
H 0.583 3.009 3.504 1.2 1.2 -0.3
H 1.438 2.036 2.139 0.5 0.3 0.7
H -1.678 5.430 -1.509 -0.6 -0.2 -0.3
H -2.718 4.306 -0.559 0.2 0.2 0.5
H -1.691 3.665 -1.775 0.5 0.0 0.1
```
Forces are in eV/Å.

=====

8.
The following is a DFT calculation (ωB97M-V with the def2-TZVPD basis set) of C4H6N2O in the gas phase.

Its LUMO energy is 0.93 eV. The gap between HOMO and LUMO is 9.0 eV. Its SMILES is Cc1cnc(N)o1. The charge is 0. For the relative energy (zero: lowest compared OMol25 entry of this formula, charge and spin), the calculation gives 96.5 kJ/mol.

XYZ file:
```
13
Properties=species:S:1:pos:R:3:forces:R:3
C -2.286 0.355 0.038 0.0 0.0 0.1
C -0.851 -0.078 0.065 0.2 0.0 -0.6
C -0.385 -1.063 -0.726 -0.2 -0.2 0.0
N 0.972 -0.974 -0.907 0.2 0.0 0.3
C 1.302 0.070 -0.214 0.1 -0.4 -0.2
N 2.600 0.513 -0.212 0.0 0.2 0.0
O 0.285 0.699 0.417 -0.2 -0.2 -0.3
H -2.451 1.009 -0.830 -0.1 0.0 0.3
H -2.814 -0.588 -0.148 -0.1 0.3 -0.1
H -2.766 0.810 0.908 0.5 0.0 0.1
H -0.957 -1.819 -1.246 0.0 0.1 0.2
H 3.012 1.039 0.538 -0.3 0.0 0.1
H 3.191 -0.195 -0.630 0.0 0.3 0.2
```
Forces are in eV/Å.